Below is the ion C5H6N with charge +1, with properties calculated with ωB97M-V/def2-TZVPD.

Results
- Orbital gap (spin up / spin down): 7.44 / 7.45 eV
- F_max: 3.46 eV Å⁻¹
- Energy above the lowest of the compared OMol25 structures with the same formula, charge and spin: 151.76 kcal per mole
- Energy: -248.3738 hartree

```
! wB97M-V def2-TZVPD RIJCOSX def2/J DEFGRID3
* xyz 1 1
C 2.786 -1.348 3.469
C 2.643 -0.693 2.405
C 1.669 -0.048 1.725
C 0.714 -0.750 0.889
C -0.682 0.134 -1.027
N -0.024 0.145 0.252
H 1.709 1.052 1.837
H 0.573 -1.844 0.764
H -0.249 -0.679 -1.680
H -1.726 -0.032 -1.055
H -0.359 1.054 -1.544
H 0.071 1.041 0.635
*
```

Here are the Löwdin charges for atoms 1 to 2, given in e: atom 1 (C): 0.2361, atom 2 (C): -0.1487

Below is the molecule C28H25NO6, with properties calculated with ωB97M-V/def2-TZVPD.

Results
- Orbital gap: 8.45 eV
- SMILES: Cc1c(Cc2ccccc2)c(=O)oc2cc(OCC(=O)N[C@@H](Cc3ccccc3)C(=O)O)ccc12
- F_max: 0.96 eV Å⁻¹
- Energy: -1588.2533 hartree

```
! wB97M-V def2-TZVPD RIJCOSX def2/J DEFGRID3
* xyz 0 1
C -4.501 -1.397 -0.131
C -3.103 -1.116 -0.574
C -2.765 0.039 -1.217
C -3.731 1.159 -1.500
C -4.310 1.748 -0.239
C -5.671 1.999 -0.126
C -6.193 2.547 1.033
C -5.359 2.848 2.095
C -3.999 2.606 1.989
C -3.479 2.061 0.829
C -1.394 0.286 -1.621
O -0.952 1.332 -2.062
O -0.507 -0.732 -1.498
C -0.795 -1.845 -0.794
C 0.271 -2.700 -0.558
C 0.118 -3.758 0.320
O 1.144 -4.528 0.752
C 2.452 -4.018 0.567
C 2.535 -2.550 1.037
O 1.988 -2.176 2.048
N 3.264 -1.736 0.236
C 3.123 -0.293 0.289
C 4.497 0.397 0.268
C 4.331 1.891 0.306
C 4.353 2.635 -0.866
C 4.161 4.005 -0.832
C 3.943 4.645 0.376
C 3.917 3.909 1.548
C 4.109 2.540 1.513
C 2.311 0.136 -0.945
O 2.441 -0.422 -2.006
O 1.483 1.123 -0.695
C -1.163 -4.033 0.828
C -2.230 -3.229 0.518
C -2.074 -2.081 -0.278
H -5.213 -0.754 -0.635
H -4.760 -2.435 -0.330
H -4.589 -1.222 0.941
H -4.535 0.810 -2.153
H -3.178 1.937 -2.033
H -6.330 1.768 -0.952
H -7.254 2.739 1.105
H -5.765 3.274 3.000
H -3.341 2.844 2.812
H -2.416 1.882 0.746
H 1.199 -2.462 -1.046
H 2.770 -4.123 -0.478
H 3.089 -4.640 1.202
H 3.599 -2.077 -0.656
H 2.574 -0.036 1.198
H 5.067 0.052 1.133
H 5.023 0.097 -0.642
H 4.520 2.138 -1.812
H 4.180 4.573 -1.750
H 3.792 5.714 0.403
H 3.747 4.404 2.493
H 4.087 1.968 2.429
H 0.866 1.320 -1.443
H -1.278 -4.877 1.489
H -3.197 -3.458 0.938
*
```

Here are the Löwdin charges for atoms 1 to 2, given in e: atom 1 (C): -0.0032, atom 2 (C): -0.1254

Below is the molecule C5H6N2S, with properties calculated with ωB97M-V/def2-TZVPD.

Results
- Orbital gap: 8.60 eV
- SMILES: N#C[C@@H]1C[C@@H](C=S)N1
- F_max: 4.58 eV Å⁻¹
- Energy above the lowest of the compared OMol25 structures with the same formula, charge and spin: 62.05 kcal per mole
- Energy: -701.7401 hartree

```
! wB97M-V def2-TZVPD RIJCOSX def2/J DEFGRID3
* xyz 0 1
N -2.599 -2.374 0.348
C -1.763 -1.655 -0.038
C -0.729 -0.768 -0.398
C 0.499 -0.749 0.506
C 0.329 0.783 0.543
C 1.353 1.398 -0.296
S 1.172 2.490 -1.513
N -0.975 0.603 -0.011
H -0.460 -0.922 -1.436
H 0.317 -1.301 1.483
H 1.431 -1.093 0.037
H 0.269 1.248 1.558
H 2.293 1.081 -0.017
H -1.138 1.258 -0.767
*
```

Here are the Löwdin charges for atoms 1 to 2, given in e: atom 1 (N): 0.1622, atom 2 (C): -0.1738

Below is a structure of composition C3H5NO2, with properties calculated with ωB97M-V/def2-TZVPD.

Results
- Orbital gap: 9.51 eV
- F_max: 0.73 eV Å⁻¹
- Energy above the lowest of the compared OMol25 structures with the same formula, charge and spin: 97.44 kcal per mole
- Energy: -322.4191 hartree

```
! wB97M-V def2-TZVPD RIJCOSX def2/J DEFGRID3
* xyz 0 1
O -1.774 -1.898 -0.019
C -1.025 -0.969 -0.148
N -0.002 -0.613 0.693
C 0.688 0.642 0.594
C -0.073 0.722 -1.489
O -1.143 -0.039 -1.156
H -0.026 -1.094 1.580
H 0.441 1.322 1.413
H 1.769 0.527 0.499
H 0.814 0.072 -1.632
H 0.331 1.327 -0.335
*
```

Here are the Löwdin charges for atoms 1 to 2, given in e: atom 1 (O): 0.1233, atom 2 (C): -0.5501